Molecular formula: C29H56N2O2
Method: DFT, ωB97M-V with the def2-TZVPD basis set

Each line ends with the Löwdin charge.
Positions of all 89 atoms, in Å:
C1 -3.53767 -2.69402 -0.21732  -0.11
C2 -4.36556 -2.50322 1.03719  -0.25
C3 -3.61201 -2.59041 2.35669  -0.19
C4 -2.35193 -1.74244 2.44779  -0.26
C5 -1.63576 -1.93122 3.77497  -0.19
C6 -0.19656 -1.39182 3.85111  -0.18
C7 0.09840 -0.12991 3.02161  -0.19
C8 1.06117 -0.38840 1.85990  -0.21
C9 2.51425 -0.34992 2.32735  -0.19
C10 3.56344 -0.37433 1.22126  -0.20
C11 4.09188 0.98860 0.83154  -0.21
C12 3.00134 1.95423 0.40748  -0.20
C13 2.28270 2.68971 1.54913  -0.20
C14 2.09760 4.18874 1.34671  -0.19
C15 1.62083 4.58324 -0.04022  -0.22
C16 0.11826 4.73516 -0.14624  -0.20
C17 -0.50848 3.35883 -0.02338  -0.20
C18 -1.93676 3.20124 -0.54069  -0.13
C19 -1.96093 1.97190 -1.39961  -0.33
N1 -3.18852 1.76062 -2.21748  0.11
C20 -2.84634 0.48321 -2.82664  -0.33
O1 -3.34492 0.06590 -3.89366  0.08
C21 -1.83077 -0.29751 -1.95198  -0.20
C22 -0.49880 -0.58940 -2.62576  -0.15
C23 -0.55426 -1.61704 -3.75134  -0.17
C24 0.75788 -2.36536 -4.04070  -0.18
C25 2.05487 -1.60926 -3.78707  -0.20
N2 3.21984 -2.52631 -3.64511  0.05
C26 3.50059 -3.14033 -2.40173  -0.46
C27 2.56222 -2.93466 -1.25175  0.00
O2 4.55584 -3.81087 -2.25904  0.02
C28 -1.66847 0.63277 -0.74983  -0.27
C29 -2.54271 0.29987 0.44840  -0.05
H1 -2.71714 -1.99617 -0.28804  0.02
H2 -3.17266 -3.71176 -0.29291  0.09
H3 -4.16863 -2.53441 -1.08572  0.09
H4 -5.12945 -3.27486 1.03776  0.11
H5 -4.89543 -1.55769 0.96733  0.10
H6 -3.36733 -3.62697 2.57324  0.11
H7 -4.28451 -2.24631 3.13808  0.12
H8 -2.65368 -0.69851 2.36176  0.08
H9 -1.68277 -1.95290 1.62297  0.11
H10 -2.22906 -1.50665 4.57844  0.11
H11 -1.58923 -2.99912 3.97814  0.11
H12 0.48403 -2.16958 3.52459  0.10
H13 0.01024 -1.17213 4.89088  0.10
H14 -0.80658 0.35420 2.68010  0.09
H15 0.59100 0.58654 3.67114  0.10
H16 0.86281 -1.37874 1.45415  0.11
H17 0.90079 0.33271 1.06155  0.07
H18 2.67086 -1.22705 2.94959  0.11
H19 2.65651 0.51480 2.96632  0.10
H20 4.40295 -0.97552 1.55557  0.11
H21 3.17308 -0.86863 0.33517  0.07
H22 4.70498 1.40710 1.62551  0.12
H23 4.74972 0.85518 -0.02355  0.11
H24 3.42100 2.68078 -0.27693  0.10
H25 2.26207 1.36549 -0.13009  0.10
H26 1.31649 2.23014 1.73436  0.07
H27 2.85250 2.55067 2.46333  0.10
H28 2.99942 4.72373 1.61871  0.11
H29 1.33821 4.50570 2.05917  0.11
H30 2.11230 5.50278 -0.33992  0.11
H31 1.89776 3.83070 -0.77377  0.09
H32 -0.10339 5.15140 -1.12372  0.11
H33 -0.24306 5.39622 0.63519  0.12
H34 0.12323 2.68200 -0.59575  0.10
H35 -0.43656 3.03301 1.01060  0.11
H36 -2.23730 4.05772 -1.13001  0.12
H37 -2.63277 3.11284 0.29059  0.11
H38 -1.18272 2.12559 -2.14743  0.15
H39 -3.93560 1.49766 -1.56893  0.13
H40 -2.33848 -1.20750 -1.64635  0.10
H41 0.18932 -0.91784 -1.85606  0.10
H42 -0.09980 0.34517 -3.00956  0.13
H43 -0.94218 -1.15494 -4.65024  0.11
H44 -1.30622 -2.34739 -3.47063  0.11
H45 0.76624 -2.61475 -5.09655  0.11
H46 0.76791 -3.32105 -3.53674  0.10
H47 2.00555 -0.93618 -2.93718  0.09
H48 2.26738 -0.99609 -4.65268  0.12
H49 4.07218 -2.02730 -3.86630  0.13
H50 1.54590 -3.21241 -1.48079  0.08
H51 2.90208 -3.52493 -0.41549  0.09
H52 2.52974 -1.88952 -0.95404  0.05
H53 -0.64134 0.66800 -0.39034  0.12
H54 -2.14533 -0.57537 0.95287  0.01
H55 -3.55937 0.05325 0.15204  0.09
H56 -2.59631 1.13128 1.13901  0.09

Output
E_LUMO: 0.6 eV
SMILES: CCCCCCCCCCCCCCCCCC[C@@H]1NC(=O)[C@@H](CCCCNC(C)=O)[C@@H]1C
gap between HOMO and LUMO: 0.3765 Ha
highest occupied orbital energy: -9.68 eV

---

Molecular formula: C4H8N2S
Method: DFT, ωB97M-V with the def2-TZVPD basis set

Each line ends with the Löwdin charge.
Positions of all 15 atoms, in Å:
C1 1.74630 -0.97590 -1.26662  -0.34
C2 -0.31598 0.93311 -0.70790  -0.73
C3 -0.79153 0.35644 1.62736  -0.17
C4 -1.60264 -0.44451 0.63910  -0.17
H1 1.04411 -1.70817 -1.42589  -0.04
H2 1.94053 -0.99022 -0.14388  0.06
H3 2.57416 -1.11487 -2.02441  0.04
H4 -0.78868 1.64754 -1.24120  0.03
H5 0.83042 1.49228 0.90349  0.08
H6 -1.50584 0.75851 2.33509  0.08
H7 -0.17711 -0.47129 2.29690  0.15
H8 -2.51019 -1.09555 0.95796  0.14
N1 -0.07118 1.25991 0.63091  -0.01
N2 -1.26536 -0.23273 -0.59491  0.04
S1 0.89301 0.58544 -1.98599  0.83

Output
E_LUMO: 0.8 eV
SMILES: CS[C@H]1N=CCN1
gap between HOMO and LUMO: 0.3553 Ha
highest occupied orbital energy: -8.82 eV

---

Molecular formula: C8H11O2S
Method: DFT, ωB97M-V with the def2-TZVPD basis set

Each line ends with the Löwdin charge.
Positions of all 22 atoms, in Å:
C1 0.73495 2.81616 0.56884  -0.19
C2 -0.47117 2.54806 0.98332  -0.38
C3 1.65149 2.11614 -0.33387  -0.70
C4 -0.30748 0.03684 -0.72480  -0.61
C5 -1.34295 -0.13235 -1.75870  -0.16
C6 -0.12687 -2.48826 -0.04244  -0.08
C7 0.56204 -0.84844 1.51919  -0.10
C8 -0.45462 -1.01296 0.40360  -0.44
O1 -1.54011 2.36023 1.43024  -0.02
O2 2.79176 2.42013 -0.53736  -0.08
S1 1.18748 0.59891 -1.28801  0.97
H1 1.02956 3.78468 0.92294  0.06
H2 -0.85031 -0.09690 -2.73742  0.05
H3 -1.91794 0.78559 -1.73237  0.08
H4 -1.75949 -1.14999 -1.78012  0.06
H5 -0.64150 -2.75764 -1.12198  0.11
H6 -0.24790 -3.16173 0.74026  0.03
H7 0.91673 -2.39445 -0.37377  0.06
H8 1.52796 -0.94990 1.00419  0.07
H9 0.35123 -1.74084 2.12848  0.07
H10 0.34501 0.10581 2.00637  0.08
H11 -1.43787 -0.83909 0.72341  0.11

Output
E_LUMO (spin up / spin down): 3.3 / 3.2 eV
<S²>: 2.010
net charge: -1
multiplicity: 3
gap between HOMO and LUMO (spin up / spin down): 0.1252 / 0.2716 Ha
highest occupied orbital energy (spin up / spin down): -0.09 / -4.15 eV

---

The following F_max values (in eV/A) correspond, in order, to the records above: 3.8 4.6 5.8.